(1)
A cluster of 3 separate species, C14H35ClN2O in total at a distorted geometry. Source: the OMol25 dataset; level of theory: ωB97M-V with the def2-TZVPD basis set.

Last column: Löwdin charge in e.
Atoms and positions in Å:
C  -4.05  1.91  0.46  -0.05
C  -2.73  2.70  -0.06  -0.18
N  -2.36  2.47  -1.48  -0.32
C  -2.10  1.07  -1.65  -0.08
C  -3.52  2.75  -2.29  -0.25
C  -4.03  4.16  -2.31  -0.04
C  -1.12  3.25  -1.91  -0.03
C  0.25  3.05  -1.12  -0.18
O  1.30  3.87  -1.66  -0.20
C  2.58  3.66  -1.05  -0.06
H  -3.82  0.82  0.67  0.09
H  -5.00  2.21  -0.21  0.12
H  -4.22  2.22  1.45  0.05
H  -1.93  2.42  0.73  0.06
H  -2.76  3.80  0.06  0.13
H  -2.82  0.11  -1.39  0.19
H  -1.27  0.62  -1.28  0.03
H  -1.77  0.79  -2.69  0.12
H  -4.18  2.15  -1.83  0.04
H  -3.37  2.32  -3.45  0.20
H  -4.68  4.48  -1.51  0.08
H  -4.91  4.10  -3.29  0.19
H  -3.38  4.78  -2.58  -0.02
H  -1.18  4.31  -1.67  0.13
H  -1.14  2.84  -3.02  0.18
H  0.70  1.97  -1.26  0.15
H  0.15  3.02  -0.10  0.06
H  2.58  3.90  0.03  0.11
H  3.25  4.34  -1.36  0.04
H  2.89  2.71  -1.44  0.09
Cl  -0.52  0.45  1.77  -0.54
C  3.27  -4.51  -0.91  -0.08
C  2.06  -4.33  0.09  -0.20
N  2.47  -3.48  1.28  -0.15
C  1.29  -2.78  1.94  -0.27
C  0.33  -3.58  2.85  -0.11
C  3.25  -4.23  2.26  -0.30
C  4.06  -3.32  3.13  -0.09
H  4.15  -5.01  -0.61  0.03
H  3.72  -3.52  -1.13  0.08
H  3.00  -4.95  -1.79  0.02
H  1.54  -5.24  0.36  0.09
H  1.42  -3.64  -0.45  0.10
H  0.81  -2.13  1.27  0.02
H  1.73  -1.98  2.71  0.13
H  0.92  -3.93  3.89  0.12
H  -0.06  -4.56  2.34  0.09
H  -0.36  -2.92  3.27  0.02
H  4.11  -4.82  1.85  0.12
H  2.87  -5.01  2.68  0.05
H  3.32  -2.85  3.86  0.08
H  4.59  -2.54  2.77  0.04
H  4.67  -3.92  3.81  0.08

HOMO-LUMO gap = 7.4 eV
Total charge = 0

---

(2)
A cluster of 7 separate species, C14H35N2O8 in total at a distorted geometry. Source: the OMol25 dataset; level of theory: ωB97M-V with the def2-TZVPD basis set.

Last column: Löwdin charge in e.
Atoms and positions in Å:
C  4.10  -2.32  -0.30  -0.10
C  4.48  -1.72  -1.68  -0.25
C  4.67  -0.21  -1.64  -0.22
C  3.35  0.56  -1.43  -0.21
C  3.21  1.16  -0.03  -0.19
C  1.85  1.91  0.11  -0.18
C  1.00  1.24  1.18  -0.17
C  -0.52  1.52  1.10  -0.11
C  -1.04  1.41  -0.29  -0.18
N  -1.20  2.54  -0.97  0.19
N  -1.68  2.43  -2.19  0.07
C  -1.99  1.33  -2.85  0.03
C  -1.84  0.11  -2.19  0.07
C  -1.37  0.16  -0.89  -0.07
C  -1.16  -1.11  -0.10  -0.01
C  -1.86  -2.30  -0.73  -0.52
O  -1.31  -3.27  -1.08  0.20
O  -3.22  -2.14  -0.93  0.07
H  3.05  -2.62  -0.29  0.06
H  4.27  -1.60  0.50  0.06
H  4.71  -3.19  -0.08  0.07
H  5.40  -2.20  -2.01  0.10
H  3.68  -1.95  -2.38  0.10
H  5.41  0.06  -0.89  0.11
H  5.11  0.08  -2.60  0.10
H  2.53  -0.13  -1.62  0.11
H  3.31  1.39  -2.14  0.11
H  3.23  0.33  0.68  0.09
H  4.04  1.83  0.20  0.12
H  2.08  2.94  0.35  0.12
H  1.39  1.88  -0.88  0.09
H  1.14  0.16  1.20  0.09
H  1.33  1.61  2.15  0.12
H  -1.04  0.78  1.70  0.08
H  -0.81  2.50  1.47  0.13
H  -1.81  3.31  -2.67  0.19
H  -2.36  1.40  -3.86  0.15
H  -2.10  -0.82  -2.68  0.12
H  -0.11  -1.39  -0.06  0.15
H  -1.56  -1.00  0.90  0.14
H  -3.66  -2.23  -0.08  0.12
O  -1.90  0.59  3.92  -0.05
H  -2.65  0.16  4.32  0.05
H  -1.28  0.73  4.65  0.05
O  -0.10  -2.39  -4.55  -0.05
H  -0.49  -2.91  -3.84  0.02
H  -0.81  -1.85  -4.90  0.02
O  -4.87  0.61  0.07  -0.06
H  -5.80  0.47  -0.13  0.03
H  -4.47  -0.24  -0.14  -0.02
O  2.21  -0.60  3.46  -0.05
H  1.47  -1.05  3.88  0.04
H  2.83  -0.46  4.18  0.05
O  -6.59  -1.58  0.59  -0.04
H  -7.53  -1.68  0.37  0.06
H  -6.22  -2.44  0.38  0.04
O  -2.06  3.14  5.52  -0.06
H  -2.03  4.10  5.60  0.04
H  -2.37  2.98  4.62  0.02

HOMO-LUMO gap = 8.3 eV
Total charge = +1

---

(3)
A structure of composition C14H36AlCl2OP3 at a distorted geometry. Source: the OMol25 dataset; level of theory: ωB97M-V with the def2-TZVPD basis set.

Last column: Löwdin charge in e.
Atoms and positions in Å:
C  -0.98  -0.05  -4.87  -0.09
C  -0.47  -0.24  -3.46  -0.88
H  -2.05  0.00  -4.67  0.10
H  -0.58  -0.98  -5.33  0.10
H  -0.48  0.87  -5.26  0.09
O  -1.12  -0.42  -2.43  -0.01
Cl  1.20  -0.20  -3.74  0.79
Al  1.56  0.53  1.11  0.07
P  1.42  -2.03  -0.76  0.80
C  0.39  -3.27  0.14  -0.29
C  1.16  -2.98  -2.33  -0.31
H  1.35  -4.05  -2.22  0.06
H  3.05  -3.87  -0.75  0.06
H  1.84  -2.60  -3.11  0.01
H  3.76  -2.31  -1.16  0.05
H  -0.64  -3.01  -0.09  0.03
H  0.12  -2.85  -2.66  0.04
C  3.06  -2.80  -0.49  -0.29
H  0.56  -4.31  -0.17  0.06
H  3.41  -2.68  0.54  0.03
H  0.53  -3.18  1.22  0.03
P  1.17  2.18  -0.86  0.81
C  0.14  3.44  0.01  -0.27
C  2.77  3.08  -0.84  -0.27
H  1.34  2.51  -3.31  0.03
H  0.78  3.98  -2.53  0.08
H  -0.35  2.63  -2.76  0.05
C  0.68  2.88  -2.52  -0.24
H  3.43  2.55  -1.53  0.06
H  2.64  4.11  -1.21  0.07
H  0.42  4.46  -0.28  0.07
H  0.24  3.33  1.10  0.03
H  3.21  3.07  0.15  0.03
H  -0.90  3.27  -0.27  0.05
Cl  3.53  0.38  1.95  0.36
C  -3.19  1.47  0.71  -0.11
C  -2.09  1.50  1.77  -0.37
P  -0.84  0.16  1.65  0.95
C  -0.10  0.27  3.36  -0.42
C  0.64  -1.01  3.79  -0.14
C  -1.98  -1.29  1.74  -0.35
C  -2.89  -1.24  2.95  -0.11
H  -2.80  1.42  -0.30  0.07
H  -3.82  2.36  0.82  0.09
H  -3.85  0.59  0.85  0.08
H  -1.55  2.46  1.72  0.06
H  -2.53  1.41  2.76  0.09
H  0.54  1.16  3.44  0.08
H  -0.94  0.50  4.01  0.09
H  1.30  -1.45  3.02  0.04
H  1.28  -0.78  4.65  0.10
H  -0.08  -1.79  4.10  0.09
H  -2.50  -1.27  0.79  0.09
H  -1.35  -2.18  1.74  0.05
H  -3.71  -0.49  2.87  0.09
H  -3.39  -2.22  3.05  0.11
H  -2.37  -1.03  3.90  0.08

HOMO-LUMO gap = 7.3 eV
Total charge = +2